Entry 1:
This record from the Open Molecules 2025 dataset describes a structure of composition C9H11NO7P2PdS2Se. The level of theory is ωB97M-V with the def2-TZVPD basis set.

As for the total energy: -134413.8786 eV. The calculation puts the energy above the lowest of the compared OMol25 structures with the same formula, charge and spin at 0.000 eV. Its max |F| is 0.005 Eh/bohr. As for the LUMO energy: -2.7 eV.

Geometry as ORCA input:
```
! wB97M-V def2-TZVPD RIJCOSX def2/J DEFGRID3
* xyz 0 1
Pd -0.361 0.388 0.586
C -3.922 1.967 -1.754
C -3.848 0.845 -0.723
O -5.114 0.229 -0.527
P -2.717 -0.467 -1.284
O -2.957 -1.730 -0.379
O -3.181 -0.963 -2.708
O -1.293 0.024 -1.333
P -3.108 1.454 0.876
O -4.443 1.596 1.767
O -2.339 0.240 1.426
O -2.374 2.721 0.718
H -4.387 1.592 -2.666
H -2.931 2.366 -1.970
H -4.531 2.780 -1.359
H -5.507 0.594 0.276
H -2.928 -1.446 0.559
H -2.507 -0.838 -3.387
H -4.526 2.491 2.118
S 0.465 1.078 2.501
C 2.169 1.071 2.281
C 3.035 1.203 3.380
C 4.390 1.234 3.170
C 4.918 1.081 1.876
C 4.087 0.899 0.801
C 2.695 0.920 0.993
S 1.624 0.736 -0.340
H 2.627 1.280 4.379
H 5.058 1.346 4.013
H 5.990 1.078 1.730
H 4.490 0.743 -0.192
Se 0.229 -1.999 0.756
C 1.803 -1.978 1.668
N 2.809 -1.945 2.235
*
```

---

Entry 2:
This record from the Open Molecules 2025 dataset describes a structure of composition C36H38BF4N6S3Sr. The level of theory is ωB97M-V with the def2-TZVPD basis set.

As for the total energy: -91790.3220 eV. The calculation puts the energy above the lowest of the compared OMol25 structures with the same formula, charge and spin at 0.060 eV. Its max |F| is 0.010 Eh/bohr. As for the LUMO energy: 2.1 eV.

Geometry as ORCA input:
```
! wB97M-V def2-TZVPD RIJCOSX def2/J DEFGRID3
* xyz -1 1
Sr -0.393 0.350 -0.446
C 0.287 0.354 2.919
N 1.166 0.515 1.747
C 2.121 -0.605 1.731
C 2.799 -0.791 0.391
C 4.176 -0.724 0.256
C 4.733 -0.910 -1.001
C 3.895 -1.162 -2.073
C 2.527 -1.202 -1.847
N 1.988 -1.019 -0.646
C 1.822 1.824 1.784
C 2.478 2.249 0.484
C 3.572 3.099 0.498
C 4.068 3.568 -0.707
C 3.464 3.165 -1.886
C 2.386 2.299 -1.809
N 1.904 1.852 -0.652
C -0.894 1.295 2.959
C -1.302 1.861 4.157
C -2.481 2.588 4.188
C -3.204 2.733 3.015
C -2.692 2.181 1.853
N -1.567 1.470 1.816
H 0.854 0.438 3.858
H -0.127 -0.653 2.852
H 1.549 -1.512 1.936
H 2.882 -0.488 2.517
H 4.796 -0.514 1.118
H 5.805 -0.850 -1.141
H 4.285 -1.306 -3.071
H 1.828 -1.358 -2.660
H 2.557 1.884 2.602
H 1.049 2.571 1.991
H 4.014 3.398 1.440
H 4.913 4.246 -0.723
H 3.810 3.518 -2.848
H 1.867 1.964 -2.702
H -0.704 1.730 5.049
H -2.819 3.057 5.102
H -4.127 3.296 2.995
H -3.193 2.320 0.901
C -1.621 -2.233 -0.464
C -2.471 -1.543 0.442
C -2.021 -1.803 1.749
C -0.870 -2.626 1.659
C -0.624 -2.886 0.294
C 0.442 -3.798 -0.245
C -0.153 -3.253 2.819
C -2.701 -1.419 3.031
C -3.704 -0.773 0.053
C -1.821 -2.338 -1.956
H 0.188 -4.855 -0.107
H 1.412 -3.636 0.235
H 0.587 -3.639 -1.316
H -0.811 -3.918 3.389
H 0.243 -2.527 3.544
H 0.691 -3.855 2.475
H -3.267 -2.258 3.453
H -3.403 -0.595 2.888
H -1.992 -1.108 3.806
H -4.549 -1.431 -0.177
H -3.554 -0.153 -0.840
H -4.024 -0.108 0.857
H -2.439 -3.204 -2.223
H -0.881 -2.444 -2.500
H -2.326 -1.462 -2.374
F -1.176 -0.136 -4.895
B -0.863 0.759 -3.892
F -0.043 0.052 -2.900
F -1.992 1.186 -3.181
F -0.106 1.828 -4.352
S -1.989 6.232 4.497
C -1.887 5.724 2.905
S -0.498 4.958 2.248
C -1.302 4.657 0.709
N -2.518 5.134 0.714
N -2.817 5.744 1.920
C -4.159 6.212 2.032
C -5.163 5.524 1.358
C -6.474 5.958 1.444
C -6.795 7.083 2.194
C -5.785 7.777 2.841
C -4.466 7.352 2.762
S -0.511 3.786 -0.508
H -4.899 4.670 0.752
H -7.246 5.415 0.916
H -7.821 7.422 2.261
H -6.016 8.666 3.415
H -3.686 7.899 3.265
*
```